# 1
2 unconnected molecules or ions with the total composition Cl2HNOS, computed with ωB97M-V/def2-TZVPD.

Properties
* energy relative to the best compared isomer or geometry (same formula, charge and spin): 230.0 kJ/mol
* E: -39429.6550 eV
* multiplicity: 1
* maximum force: 5.2 eV/A
* total charge: 0
* HOMO-LUMO gap (alpha / beta): 8.441 / 5.797 eV
* molecular weight: 133.99 g/mol

```
6
Properties=species:S:1:pos:R:3:forces:R:3:nbo_charge:R:1
N 0.87217 -0.85683 0.46976 2.2 0.9 -4.6 -0.95
O 1.06189 0.20506 -1.84396 0.0 -0.6 0.4 -0.83
S 0.32507 0.01840 -0.61943 -0.3 0.3 0.5 1.65
Cl -2.80585 -0.30845 0.67032 0.2 0.0 -0.1 -0.05
Cl -0.00436 2.01013 -0.00196 -0.1 -0.1 0.2 -0.24
H 0.55108 -1.06831 1.32527 -1.9 -0.5 3.6 0.41
```
Forces are in eV/Å.


# 2
A single C3H7NO2S molecule, computed with ωB97M-V/def2-TZVPD.

Properties
* energy relative to the best compared isomer or geometry (same formula, charge and spin): 52.2 kJ/mol
* E: -19645.0636 eV
* multiplicity: 1
* maximum force: 1.9 eV/A
* SMILES string: O=C(O)NCCS
* total charge: 0
* HOMO-LUMO gap: 9.826 eV
* molecular weight: 121.16 g/mol

```
14
Properties=species:S:1:pos:R:3:forces:R:3:nbo_charge:R:1
O -1.68780 -1.22807 0.28107 -0.3 0.1 -1.1 -0.61
C -0.74071 -1.21855 1.00239 0.5 0.6 1.7 0.89
O -0.80936 -1.82804 2.25984 -0.2 0.6 -0.4 -0.73
N 0.46258 -0.53266 0.88818 -1.0 -0.8 0.6 -0.64
C 0.52190 0.64056 0.03717 1.1 -0.1 -1.3 -0.23
C 0.48164 0.22661 -1.46328 -1.1 0.8 1.1 -0.54
S -0.19129 1.57182 -2.48033 0.0 -0.1 -0.2 -0.03
H -1.72396 -1.62259 2.53253 0.4 -0.7 -0.1 0.50
H 0.80329 -0.43137 1.83655 0.4 0.1 -0.3 0.41
H 1.49357 1.11037 0.20573 -0.2 0.2 0.3 0.20
H -0.28228 1.35274 0.20708 -0.1 0.0 0.2 0.20
H -0.36677 -0.45916 -1.43103 0.5 -0.6 -0.8 0.25
H 1.43874 -0.12473 -1.84373 -0.3 -0.3 0.1 0.22
H 0.60045 2.54307 -2.03217 0.2 0.2 0.0 0.10
```
Forces are in eV/Å.


# 3
A molecular structure, C28H52F6GaNO23P, computed with ωB97M-V/def2-TZVPD.

Properties
* E: -156436.9828 eV
* multiplicity: 1
* maximum force: 0.8 eV/A
* total charge: -1
* HOMO-LUMO gap: 6.206 eV
* molecular weight: 985.39 g/mol

```
112
Properties=species:S:1:pos:R:3:forces:R:3:mulliken_charge:R:1
C -1.18109 1.32815 -0.75898 -0.1 0.0 -0.4 -0.87
P -0.03521 2.59325 -1.46916 0.6 0.0 0.4 0.34
O -0.30016 2.35166 -3.10459 -0.2 0.0 0.0 -0.41
Ga -0.95018 4.71677 -0.96079 -0.6 -0.2 -0.5 -0.09
F -0.65302 5.10351 0.78456 0.1 0.0 0.1 -0.29
C -2.81793 5.19291 -1.49605 -0.1 0.2 0.2 -0.79
C -3.78739 4.00059 -1.43988 -0.1 0.1 -0.3 0.07
C -4.82699 3.97627 -2.57883 0.1 0.2 0.3 -1.37
C -4.31677 3.39432 -3.87309 -0.3 -0.1 0.1 0.94
F -3.09689 3.84706 -4.19511 0.1 0.1 0.0 -0.24
F -5.15188 3.74661 -4.89604 0.0 0.0 -0.1 -0.37
C -4.25292 1.82239 -3.88529 0.1 0.4 -0.3 0.67
F -5.23932 1.30819 -4.63445 -0.3 0.1 -0.1 -0.30
F -3.10565 1.39927 -4.39335 0.2 0.0 0.0 -0.22
F -4.38839 1.29593 -2.66422 0.0 -0.1 0.2 -0.32
O 0.23522 5.98901 -1.86305 0.0 -0.1 0.0 -0.52
C 0.27386 5.92060 -3.12312 0.0 0.0 0.5 0.64
N 0.31904 5.84956 -4.27913 0.0 0.1 -0.4 -0.66
H -1.59403 1.65181 0.19648 0.0 0.0 0.1 0.39
H -1.99668 1.15028 -1.46434 -0.1 0.1 0.1 -0.07
H -0.64551 0.38599 -0.64216 0.0 0.0 0.2 0.31
H 0.56289 2.25555 -3.51697 0.0 0.0 -0.1 0.26
H -3.17685 5.96780 -0.81132 0.0 0.0 0.0 0.52
H -2.81388 5.65257 -2.48624 0.1 -0.1 -0.1 0.47
H -4.35929 4.05153 -0.51193 0.1 -0.2 0.1 0.46
H -3.25097 3.04979 -1.43713 0.0 0.0 0.1 -0.27
H -5.71531 3.41532 -2.28195 0.0 0.0 -0.1 0.38
H -5.14194 5.00032 -2.78831 0.0 0.0 -0.1 0.43
C 0.89463 -3.39465 2.58330 0.1 0.0 0.1 -0.66
O 0.27298 -2.64469 1.53893 0.0 0.0 0.0 -0.27
C -0.66554 -3.30212 0.86294 0.0 0.0 0.0 0.72
O -1.00820 -4.44293 1.06849 0.1 0.1 0.0 -0.56
O -1.15493 -2.49865 -0.06754 0.0 0.0 0.0 -0.17
C -2.18862 -3.06926 -0.87948 -0.1 0.1 -0.1 -0.52
H 1.62448 -2.73159 3.03751 0.0 0.0 0.0 0.24
H 0.16259 -3.69886 3.32917 0.0 0.0 0.0 0.30
H 1.39374 -4.27436 2.17854 0.0 0.0 0.0 0.25
H -3.04509 -3.34744 -0.26776 0.0 -0.1 0.0 0.35
H -1.81663 -3.93713 -1.42039 0.0 0.0 0.0 0.28
H -2.47459 -2.29677 -1.58636 0.1 0.0 0.0 0.02
C 5.96780 1.94453 2.56240 0.0 0.0 0.1 -0.63
O 4.87494 2.83251 2.79092 0.0 0.0 0.0 -0.35
C 4.15624 3.10464 1.69066 -0.2 -0.1 0.0 0.70
O 4.38158 2.65863 0.59376 0.2 0.0 0.1 -0.55
O 3.17105 3.91852 2.01711 0.1 0.1 0.1 -0.22
C 2.33488 4.32097 0.90852 -0.1 0.1 -0.1 -0.33
H 6.45106 1.81637 3.52714 0.0 0.0 0.0 0.21
H 5.61390 0.98408 2.19115 0.0 0.0 0.0 0.28
H 6.67029 2.37161 1.84827 0.0 0.0 0.0 0.29
H 1.86167 3.45483 0.45296 0.1 0.0 0.0 0.18
H 2.92346 4.85553 0.16509 0.1 -0.1 0.0 0.33
H 1.57336 4.97792 1.31245 0.0 0.0 0.1 -0.01
C -1.24581 -5.03506 -5.60856 0.1 -0.1 0.0 -0.67
O -1.87489 -4.04642 -4.79223 0.0 0.0 0.0 -0.23
C -2.60240 -3.15325 -5.47261 0.0 0.0 0.0 0.67
O -2.75229 -3.14257 -6.66694 0.0 0.0 0.0 -0.57
O -3.12328 -2.29897 -4.60334 0.0 0.0 0.0 -0.20
C -3.93204 -1.25919 -5.17743 -0.1 -0.3 0.0 -0.48
H -0.69914 -5.67707 -4.92389 0.0 0.0 0.0 0.20
H -1.98930 -5.61596 -6.15163 0.0 0.0 0.0 0.30
H -0.55835 -4.57074 -6.31321 0.0 0.0 0.0 0.29
H -4.77642 -1.69713 -5.70851 0.0 0.0 -0.1 0.34
H -3.34510 -0.64104 -5.85009 0.0 0.0 0.0 0.36
H -4.28994 -0.68414 -4.33812 0.1 -0.1 0.0 -0.03
C 4.92316 -0.92849 -5.51368 0.0 -0.1 0.0 -0.62
O 5.68247 -0.30943 -4.47433 0.0 0.0 0.0 -0.34
C 5.07725 0.75563 -3.92646 0.0 0.0 0.0 0.80
O 4.00192 1.18178 -4.25392 0.0 0.0 0.0 -0.54
O 5.86761 1.24149 -2.97930 0.0 0.0 0.0 -0.34
C 5.33666 2.39238 -2.29439 0.0 0.1 0.0 -0.51
H 5.52482 -1.76395 -5.86097 0.0 0.0 0.0 0.20
H 3.96897 -1.28758 -5.13206 0.0 0.0 0.0 0.29
H 4.74580 -0.23030 -6.32985 0.0 0.0 0.0 0.29
H 4.40215 2.15022 -1.79912 0.0 0.0 0.0 0.31
H 5.18736 3.21095 -2.99640 0.0 0.0 0.0 0.32
H 6.07888 2.66204 -1.55145 0.0 -0.1 0.0 0.16
C 4.32264 -5.42139 4.29457 0.0 -0.1 -0.1 -0.63
O 5.06721 -4.82537 5.36192 0.0 0.0 0.0 -0.32
C 4.44481 -3.81137 5.96159 0.0 0.0 0.0 0.82
O 3.35181 -3.39238 5.68254 0.0 0.0 0.0 -0.54
O 5.23775 -3.33970 6.92177 0.0 0.0 0.0 -0.33
C 4.68655 -2.23323 7.64507 0.0 0.1 0.1 -0.61
H 4.94880 -6.22062 3.91042 0.0 0.0 0.0 0.25
H 3.38200 -5.82640 4.66309 0.0 0.0 0.0 0.30
H 4.12656 -4.69153 3.51125 0.0 0.0 0.0 0.28
H 3.76135 -2.52247 8.13942 0.0 0.0 0.0 0.29
H 4.49790 -1.39534 6.97711 0.0 0.0 0.0 0.29
H 5.43622 -1.96263 8.38211 0.0 0.0 0.0 0.21
C -1.98273 -7.11277 1.43002 0.0 0.0 0.0 -0.56
O -2.41010 -8.46177 1.15838 0.1 0.0 0.0 -0.32
C -3.70300 -8.58786 0.89813 0.0 0.0 0.0 0.76
O -4.52041 -7.70425 0.87841 0.0 0.0 0.0 -0.55
O -3.96045 -9.87993 0.65742 0.0 0.0 0.0 -0.33
C -5.33008 -10.15369 0.35858 0.0 -0.1 0.0 -0.63
H -0.91644 -7.16736 1.61811 0.0 -0.1 0.0 0.26
H -2.17196 -6.47015 0.57781 -0.1 0.0 0.0 0.27
H -2.49800 -6.72554 2.30597 0.0 0.0 0.0 0.31
H -5.64408 -9.61669 -0.53468 0.0 0.0 0.0 0.29
H -5.96978 -9.87393 1.19375 0.0 0.0 0.0 0.29
H -5.38598 -11.22501 0.18848 0.0 0.0 0.0 0.21
C 0.84266 5.83935 4.10263 0.1 -0.1 -0.1 -0.56
O -0.38865 5.79264 4.83795 0.0 0.0 0.0 -0.30
C -0.74261 6.93865 5.39636 0.0 0.0 0.0 0.75
O -0.13448 7.97792 5.35573 0.0 0.0 0.0 -0.55
O -1.90683 6.75505 6.03294 0.0 0.0 0.0 -0.32
C -2.40879 7.92573 6.67519 -0.1 0.0 0.0 -0.64
H 1.00123 4.84102 3.70878 -0.1 0.0 0.0 0.21
H 0.76810 6.54740 3.28063 0.0 0.0 0.0 0.26
H 1.66669 6.10666 4.76195 0.0 0.1 0.0 0.36
H -2.58940 8.71616 5.94872 0.0 0.0 0.0 0.29
H -1.71056 8.28081 7.43162 0.0 0.0 0.0 0.29
H -3.34385 7.62811 7.14132 0.0 0.0 0.0 0.21
```
Forces are in eV/Å.


# 4
A molecular structure, C32H31ClMoN5OS3, computed with ωB97M-V/def2-TZVPD.

Properties
* energy relative to the best compared isomer or geometry (same formula, charge and spin): 89.4 kJ/mol
* E: -90063.4008 eV
* multiplicity: 3
* maximum force: 3.2 eV/A
* total charge: +1
* HOMO-LUMO gap (alpha / beta): 6.064 / 5.971 eV
* molecular weight: 729.23 g/mol

```
74
Properties=species:S:1:pos:R:3:forces:R:3:mulliken_charge:R:1
Mo 1.99963 1.83746 0.17085 0.6 0.2 1.5 -0.24
C 1.65925 4.64335 5.09991 -0.7 0.0 -0.1 -0.98
C 3.06596 4.88270 4.59493 -0.6 2.3 0.5 -0.36
N 3.04260 4.94309 3.14131 0.3 -0.5 0.0 -0.16
C 2.97752 3.82705 2.39951 0.5 -1.0 0.2 0.42
S 3.08415 3.99588 0.66666 -0.7 -0.9 -0.7 -0.25
N 3.00553 2.61329 2.97937 -0.2 1.1 0.3 -0.99
N 2.95565 1.58679 2.10757 1.2 -1.5 -1.2 0.74
C 3.37571 0.36166 2.43361 -0.3 2.3 1.3 0.86
C 3.83482 0.09800 3.83608 -0.1 -0.2 0.0 -1.45
C 3.45466 -0.59606 1.37299 -0.8 -0.9 -2.2 0.40
C 4.22653 -1.80376 1.38967 -1.4 2.5 0.6 -0.99
C 4.50525 -2.40426 0.19296 0.2 -0.4 0.2 -0.27
C 3.96662 -1.90093 -0.97904 -0.3 -0.8 -1.7 -0.88
C 3.01846 -0.88617 -0.93231 -0.3 1.0 -0.3 0.10
N 2.77255 -0.20895 0.21679 2.0 -0.2 0.4 0.41
H 1.47556 4.99849 6.11293 0.3 -0.3 0.2 0.37
H 1.43946 3.57698 4.98919 -0.2 0.2 0.2 0.25
H 0.93820 5.20899 4.48974 0.2 -0.2 0.0 0.23
H 3.72209 4.12127 4.92832 0.8 -0.7 0.2 0.25
H 3.43155 5.89004 4.96652 -0.2 -1.2 -0.5 0.38
H 2.96109 5.87923 2.74948 0.1 -0.8 -0.3 0.27
H 3.29512 0.83133 4.44758 0.3 -0.4 0.1 0.36
H 4.91680 0.33912 3.89890 -0.5 -0.3 0.2 0.30
H 3.60550 -0.94409 4.17823 0.4 0.9 -0.4 0.47
H 4.60297 -2.11995 2.34452 0.3 -0.2 0.1 0.42
H 5.14486 -3.28082 0.23175 0.0 0.1 -0.4 0.44
H 4.25558 -2.36645 -1.96256 -0.6 0.6 1.2 0.35
H 2.47378 -0.44934 -1.82612 0.9 -1.0 1.1 0.41
C -0.52833 4.02839 1.06090 0.0 -1.0 0.1 -1.20
C -0.77384 3.14549 -0.13815 0.6 -0.2 -0.4 0.77
C -2.04629 2.96229 -0.68330 -0.4 -0.1 -1.2 -0.98
C -2.18623 2.55998 -2.00331 1.7 -0.1 0.9 -0.54
C -1.04948 2.20912 -2.77575 0.9 0.4 -0.2 0.78
C -1.06284 1.95265 -4.17395 -0.6 -0.2 1.4 -1.01
C 0.10684 1.75219 -4.82372 0.4 -0.1 -1.5 -0.57
C 1.38774 1.77079 -4.26010 -0.3 0.5 3.2 -0.82
C 1.47547 2.00510 -2.82668 -1.4 -0.2 -2.7 0.89
S 3.02757 2.17912 -2.06484 -0.4 -0.1 1.3 -0.13
C 0.21969 2.23990 -2.13275 0.2 0.0 0.5 0.07
N 0.27528 2.60294 -0.77827 0.3 0.9 -1.2 -0.10
H -1.43922 4.48232 1.41308 -0.4 0.2 -0.1 0.47
H 0.21117 4.79304 0.84909 0.0 0.1 -0.3 0.27
H -0.13672 3.43722 1.88463 0.1 -0.1 0.2 0.24
H -2.91567 3.16250 -0.08920 -0.2 0.5 0.1 0.44
H -3.10335 2.58105 -2.51762 -1.3 -0.2 -0.2 0.60
H -2.01783 1.81697 -4.66457 0.1 0.3 -0.2 0.43
H 0.01919 1.61063 -5.89020 0.2 -0.2 -0.2 0.39
H 2.29010 1.63058 -4.85876 -0.3 0.1 0.3 0.47
O -1.83270 -6.16220 -2.42639 0.4 0.0 0.0 -0.66
S -1.68398 -4.83397 -1.78131 -1.1 -0.9 0.5 0.40
C -2.87371 -4.84422 -0.34581 0.9 0.1 0.3 0.29
C -2.52570 -4.04883 0.72627 1.2 1.1 0.0 -0.01
C -3.15875 -4.16428 1.94788 -1.3 0.1 0.5 -0.67
C -4.22757 -5.05657 2.08507 -0.3 0.0 -0.7 -0.29
C -4.63414 -5.83004 0.96495 0.3 0.1 2.3 -0.63
C -3.92192 -5.73880 -0.19598 0.1 -0.3 -1.6 -0.30
C -2.66898 -3.74023 -2.75486 -0.4 1.2 -0.6 0.54
C -2.83578 -2.43599 -2.28644 -1.4 -0.6 -1.1 -0.58
C -3.93091 -1.69548 -2.75341 1.6 -0.9 -0.8 -0.69
C -4.66241 -2.16481 -3.86912 0.0 0.7 0.4 -0.47
C -4.39206 -3.41068 -4.39983 0.6 -0.2 -1.0 -0.32
C -3.34799 -4.17983 -3.87753 -0.5 -0.8 1.1 -0.45
H -1.73189 -3.26929 0.63362 -0.5 -0.9 0.0 0.24
H -2.93547 -3.47937 2.76866 0.2 -0.3 -0.2 0.34
H -4.81223 -5.11268 3.01042 0.4 0.0 -0.3 0.35
H -5.40590 -6.58963 1.14327 0.2 0.5 -0.5 0.34
H -4.19693 -6.36258 -1.03248 0.1 -0.2 -0.2 0.41
H -2.10261 -2.05997 -1.62131 0.2 0.5 1.0 0.55
H -3.99359 -0.73168 -2.31281 -0.7 0.9 -0.1 0.47
H -5.35232 -1.51014 -4.41528 0.0 -0.3 0.6 0.33
H -4.91295 -3.75418 -5.31410 0.3 0.2 0.7 0.35
H -3.12188 -5.20301 -4.16041 -0.2 0.1 -0.4 0.47
Cl 0.30169 0.78227 1.50108 -0.1 0.0 -0.3 -0.33
```
Forces are in eV/Å.


# 5
A molecular structure, C3H5NiO3, computed with ωB97M-V/def2-TZVPD.

Properties
* energy relative to the best compared isomer or geometry (same formula, charge and spin): 137.4 kJ/mol
* E: -50352.3577 eV
* multiplicity: 4
* maximum force: 4.5 eV/A
* total charge: +2
* HOMO-LUMO gap (alpha / beta): 4.951 / 8.542 eV
* molecular weight: 147.76 g/mol

```
12
Properties=species:S:1:pos:R:3:forces:R:3:nbo_charge:R:1
H -0.25811 -1.92452 0.59659 0.5 -1.1 0.1 0.56
O 2.06675 -1.35327 -0.38149 0.6 0.0 -0.2 -0.63
C 0.94204 -0.88437 -0.60219 -3.0 -1.3 3.1 0.99
C -1.28440 0.25034 0.59419 0.0 1.4 0.1 -0.15
O 0.87146 0.45178 -0.45497 1.2 0.4 -1.3 -0.60
O -0.27735 -1.44305 -0.24646 1.7 1.0 -1.9 -0.60
C -0.46161 1.08177 -0.32753 -1.5 0.1 0.2 -0.18
H -0.97057 0.21991 1.63940 -0.3 -0.2 -0.2 0.22
H -2.31943 0.04807 0.31866 0.3 -0.2 0.1 0.27
H -0.23884 2.07818 0.06811 -0.1 -0.1 -0.1 0.27
H -0.87210 1.10376 -1.34225 0.2 0.3 0.2 0.26
Ni 2.80215 0.37139 0.13795 0.4 -0.1 -0.1 1.58
```
Forces are in eV/Å.


Repeat the first record exactly.
2 unconnected molecules or ions with the total composition Cl2HNOS, computed with ωB97M-V/def2-TZVPD.

Properties
* energy relative to the best compared isomer or geometry (same formula, charge and spin): 230.0 kJ/mol
* E: -39429.6550 eV
* multiplicity: 1
* maximum force: 5.2 eV/A
* total charge: 0
* HOMO-LUMO gap (alpha / beta): 8.441 / 5.797 eV
* molecular weight: 133.99 g/mol

```
6
Properties=species:S:1:pos:R:3:forces:R:3:nbo_charge:R:1
N 0.87217 -0.85683 0.46976 2.2 0.9 -4.6 -0.95
O 1.06189 0.20506 -1.84396 0.0 -0.6 0.4 -0.83
S 0.32507 0.01840 -0.61943 -0.3 0.3 0.5 1.65
Cl -2.80585 -0.30845 0.67032 0.2 0.0 -0.1 -0.05
Cl -0.00436 2.01013 -0.00196 -0.1 -0.1 0.2 -0.24
H 0.55108 -1.06831 1.32527 -1.9 -0.5 3.6 0.41
```
Forces are in eV/Å.


Look up the total charge of the first one.
0


Repeat the first record exactly.
2 unconnected molecules or ions with the total composition Cl2HNOS, computed with ωB97M-V/def2-TZVPD.

Properties
* energy relative to the best compared isomer or geometry (same formula, charge and spin): 230.0 kJ/mol
* E: -39429.6550 eV
* multiplicity: 1
* maximum force: 5.2 eV/A
* total charge: 0
* HOMO-LUMO gap (alpha / beta): 8.441 / 5.797 eV
* molecular weight: 133.99 g/mol

```
6
Properties=species:S:1:pos:R:3:forces:R:3:nbo_charge:R:1
N 0.87217 -0.85683 0.46976 2.2 0.9 -4.6 -0.95
O 1.06189 0.20506 -1.84396 0.0 -0.6 0.4 -0.83
S 0.32507 0.01840 -0.61943 -0.3 0.3 0.5 1.65
Cl -2.80585 -0.30845 0.67032 0.2 0.0 -0.1 -0.05
Cl -0.00436 2.01013 -0.00196 -0.1 -0.1 0.2 -0.24
H 0.55108 -1.06831 1.32527 -1.9 -0.5 3.6 0.41
```
Forces are in eV/Å.


Number 3 is which compound?
C28H52F6GaNO23P